Record 1
Computed, not measured: C31H44Br14Cl2N2O2 as an isolated structure at a distorted geometry, with ωB97M-V with the def2-TZVPD basis set.

```
95
Properties=species:S:1:pos:R:3:forces:R:3
C -0.117042 -3.131042 3.363042 -0.56 -0.73 -0.54
C -0.382104 -3.872094 1.992360 -0.44 0.42 1.31
C -1.942289 -3.968953 1.814031 0.96 -1.19 -0.05
N -2.456949 -3.290201 0.622451 -0.03 0.63 -0.05
C -2.468684 -1.879597 0.764823 -0.05 1.01 0.41
C -3.445259 -1.205533 1.391616 -0.92 0.59 0.69
C -4.677065 -1.839107 2.078099 1.53 0.46 0.12
C -4.557038 -2.219874 3.478470 -3.45 0.14 -1.61
C -5.811564 -2.740214 4.044782 1.40 2.39 -1.87
C -6.922519 -2.802846 3.135600 -0.79 2.24 1.05
N -6.986063 -2.465965 1.779945 0.44 1.84 2.06
C -5.855493 -1.981881 1.263602 0.45 0.74 1.85
C -3.390025 0.345696 1.479741 2.41 -1.12 0.34
O -4.350735 1.036900 1.460745 -1.60 0.79 0.17
C -1.980218 0.948246 1.629516 -0.27 -1.31 -0.50
C -0.999090 0.270839 1.017091 0.65 0.79 -0.40
C 0.409178 0.829502 1.178985 -0.29 -0.72 0.09
Cl 1.383800 1.390295 -0.202181 -0.97 -0.40 0.57
C 1.000333 0.932926 2.375774 0.88 0.06 0.44
C 2.410070 1.535286 2.587424 -0.95 0.31 0.81
Cl 0.190400 0.371331 3.878685 0.60 0.49 -1.03
C -1.319959 -0.996214 0.188100 -1.05 -0.05 2.29
O -0.736449 -1.308614 -0.787343 1.11 -0.29 -1.42
H -0.694057 -2.179770 3.361876 0.66 -0.47 0.15
H -0.553361 -3.790722 4.153050 0.38 0.61 -0.37
H 0.957033 -2.987470 3.584461 -0.59 0.14 -0.15
H 0.107495 -3.339609 1.152670 -0.29 -0.55 0.34
H -0.000833 -4.908145 2.121015 0.04 0.76 -0.55
H -2.188893 -5.045754 1.701002 0.09 1.10 -0.14
H -2.412071 -3.648468 2.772750 0.00 0.03 -0.65
H -3.390758 -3.625725 0.391737 0.16 0.10 0.22
H -3.640376 -2.095720 4.068019 -0.44 -0.03 -0.45
H -5.876109 -3.045742 5.102990 -0.18 0.09 -0.84
H -7.880339 -3.142188 3.573297 0.62 0.13 -0.52
H -5.860275 -1.651842 0.209096 0.11 -0.30 0.69
H -1.740312 1.844256 2.218327 -0.62 -0.31 -0.42
H 3.217369 0.937187 2.127765 -0.53 0.37 0.00
H 2.371084 2.578692 2.197892 0.35 -0.79 0.03
H 2.610285 1.617191 3.678617 -0.13 -0.17 -0.76
Br 3.532942 3.523352 -3.717798 0.01 -0.07 -0.08
C 3.601956 1.654123 -4.261810 -0.21 0.05 -0.05
C 3.760333 0.743284 -3.073514 0.26 -0.16 -0.03
Br 5.590055 0.758439 -2.406187 -0.08 0.06 0.06
H 4.410939 1.564835 -4.982106 0.01 0.00 0.09
H 2.653196 1.468857 -4.762975 0.01 -0.01 0.07
H 3.568761 -0.290522 -3.356046 -0.03 0.06 -0.05
H 3.118475 1.011607 -2.240420 0.01 0.03 -0.08
Br 6.060363 8.498871 -6.927998 -0.02 -0.05 -0.07
C 4.482380 7.359531 -6.998965 0.06 0.28 0.15
C 4.613237 6.181676 -6.069865 -0.11 -0.29 -0.17
Br 5.792521 4.820384 -6.807913 0.02 0.05 0.08
H 4.346220 7.071177 -8.037531 0.03 -0.07 0.07
H 3.656203 7.999060 -6.691872 0.01 -0.07 0.03
H 3.652582 5.684926 -5.942437 0.02 0.05 -0.02
H 5.010785 6.448664 -5.094064 0.00 0.06 -0.08
Br 5.619459 7.979677 0.376373 0.10 -0.12 -0.01
C 5.434018 6.893622 -1.229436 -0.06 0.34 0.04
C 4.132097 6.136722 -1.233653 0.02 -0.29 0.01
Br 4.201420 4.600167 -0.041323 -0.09 0.05 0.02
H 6.305295 6.245491 -1.276210 -0.10 -0.05 -0.02
H 5.468487 7.601620 -2.056556 -0.04 -0.05 0.00
H 3.934463 5.721613 -2.220069 0.07 0.04 0.01
H 3.283519 6.740112 -0.922818 0.11 0.05 0.01
Br -1.691690 -5.662543 -1.449280 0.20 -0.07 0.05
C -0.844752 -7.413300 -1.570158 -0.39 0.10 -0.09
C -0.379892 -7.897101 -0.222000 0.26 -0.11 0.00
Br 1.258526 -6.999598 0.328903 -0.06 -0.01 0.03
H -0.038880 -7.325435 -2.293749 0.02 -0.03 0.10
H -1.614358 -8.073524 -1.967692 0.07 -0.06 0.06
H -0.123522 -8.954680 -0.262314 -0.03 0.03 -0.04
H -1.111242 -7.734653 0.565875 -0.01 0.03 -0.12
Br -4.723677 4.055193 -1.896790 -0.01 -0.05 -0.08
C -6.287375 2.901112 -2.025684 0.04 0.22 0.10
C -6.173955 1.717396 -1.101718 -0.12 -0.18 -0.05
Br -4.957156 0.375325 -1.814706 0.06 0.02 0.00
H -6.387998 2.620431 -3.070578 0.02 -0.05 0.07
H -7.129117 3.529767 -1.739540 0.01 -0.07 0.04
H -7.133579 1.210522 -1.009261 0.01 0.05 -0.04
H -5.809746 1.978061 -0.111623 0.03 0.01 -0.08
Br -3.120364 -7.071402 2.597656 -0.09 -0.34 0.27
C -5.040343 -7.354550 2.603603 -0.14 -0.27 -0.28
C -5.754354 -6.468061 1.610457 0.23 0.31 0.08
Br -5.930671 -4.604209 2.250982 1.17 -7.19 -1.39
H -5.374057 -7.199739 3.626525 -0.01 0.06 -0.07
H -5.166081 -8.404229 2.339823 -0.02 0.04 0.03
H -6.779303 -6.812612 1.476891 0.05 -0.01 0.02
H -5.260136 -6.421242 0.641420 0.04 -0.20 0.07
Br 9.238779 6.255248 2.640185 0.05 -0.07 -0.02
C 9.052723 5.168085 1.035800 -0.05 0.28 0.04
C 7.749660 4.411950 1.031382 0.08 -0.25 -0.06
Br 7.818262 2.874437 2.225995 -0.08 0.08 0.00
H 9.923826 4.520178 0.990181 -0.09 -0.03 0.01
H 9.087322 5.875619 0.208188 -0.06 -0.04 0.01
H 7.550820 3.994984 0.044630 0.03 0.03 0.02
H 6.901507 5.016229 1.341866 0.10 0.04 0.00
```
Positions in Å, forces in eV/Å.

Its total energy is -1045571.2271 eV. The strongest force on any atom comes out at 7.41 eV Å⁻¹. Its HOMO energy is -8.59 eV.

=====

Record 2
Computed, not measured: C31H44BrLiO9P as an isolated structure, with ωB97M-V with the def2-TZVPD basis set.

```
87
Properties=species:S:1:pos:R:3:forces:R:3
C 4.170294 1.043867 4.162370 -0.12 -0.21 -0.13
C 2.892478 1.009194 3.323840 0.22 0.42 0.48
C 1.671646 1.269332 4.201469 -0.06 -0.27 0.10
C 0.288629 0.985698 3.566986 0.13 0.17 0.20
C 0.233232 1.188824 2.069144 0.02 -0.17 -0.06
C 0.343278 0.105815 1.194880 -0.02 0.19 0.05
C 0.276907 0.310548 -0.197682 0.06 -0.13 0.08
C 0.134555 1.584301 -0.734747 0.06 0.01 -0.14
C 0.102891 1.828669 -2.228398 -0.20 0.48 0.08
C 1.443187 2.405464 -2.749603 -0.31 -0.15 -0.04
C 2.333794 1.430387 -3.519197 0.36 -0.13 0.14
C 3.803883 1.702162 -3.251407 -0.53 -0.22 0.20
O 4.106239 1.248315 -1.910529 0.19 0.23 -0.10
C 5.278911 0.597191 -1.777613 0.42 -0.04 0.30
O 6.080503 0.849001 -0.930500 -0.30 -0.08 0.07
C 0.020445 2.694367 0.138358 0.10 -0.11 0.25
C -0.110148 4.085584 -0.451586 -0.13 -0.06 0.03
C -1.483868 4.748297 -0.265134 0.07 -0.34 -0.56
C -2.484923 4.325692 -1.326277 0.12 0.22 0.47
O -2.915913 2.962570 -1.128736 -0.11 -0.05 -0.72
C -4.172274 2.784112 -0.672191 0.11 -0.01 0.34
C -4.759041 1.495191 -1.169189 0.30 -0.24 0.34
O -4.733759 3.559281 0.048342 -0.16 0.22 -0.10
C 0.056846 2.483136 1.530173 -0.31 0.00 -0.18
P -0.051042 3.752930 2.892164 0.26 0.02 -0.07
O 0.186563 5.196144 2.146616 -0.02 -0.12 -0.11
Br -2.265824 3.849541 3.165522 -0.02 -0.04 0.02
C 0.338937 -0.892351 -1.078735 -0.03 -0.03 0.08
O 0.624639 -0.884734 -2.255451 0.02 -0.17 -0.05
C -0.008337 -2.207870 -0.461870 -0.08 -0.16 -0.01
O -0.380992 -3.199994 -1.323896 -0.01 0.00 0.07
C 0.721358 -3.906682 -1.924173 0.21 -0.19 -0.15
C 0.222321 -5.217939 -2.529975 0.49 -0.18 -0.07
C 0.631021 -5.434090 -3.999373 -0.13 0.13 0.00
C 0.073709 -2.416711 0.851798 -0.13 0.11 -0.10
C -0.203573 -3.725584 1.520979 0.33 -0.16 -0.13
C -1.628722 -3.789966 2.075416 0.25 0.10 -0.05
C -2.660804 -3.808048 0.953492 0.01 -0.18 0.22
C -4.073043 -3.662851 1.468213 0.13 -0.36 0.22
O -4.409736 -4.803427 2.237423 -0.09 -0.21 -0.59
C 0.526089 -1.282659 1.707145 0.03 -0.03 -0.01
O 1.030144 -1.550822 2.777577 -0.01 -0.07 0.06
H 5.044078 0.855161 3.540531 0.07 0.11 0.00
H 4.284474 2.008720 4.655495 0.07 0.03 0.04
H 4.144428 0.267721 4.928136 0.00 0.01 0.08
H 2.964946 1.824935 2.599526 -0.07 -0.23 -0.35
H 2.825955 0.050325 2.817132 -0.09 0.03 -0.17
H 1.737870 0.661121 5.106547 0.03 -0.07 0.00
H 1.713024 2.304456 4.540453 -0.02 0.06 -0.01
H -0.451972 1.613402 4.066309 -0.06 0.07 -0.08
H 0.009269 -0.030455 3.812708 -0.06 -0.03 -0.06
H -0.674008 2.569102 -2.398469 -0.10 -0.05 -0.08
H -0.206672 0.947616 -2.775261 0.15 0.01 -0.03
H 1.993692 2.794078 -1.892406 0.10 0.03 0.00
H 1.219108 3.259421 -3.391478 0.09 0.07 -0.01
H 2.148832 1.484646 -4.592634 -0.06 0.05 -0.04
H 2.147334 0.403724 -3.212417 -0.09 0.02 -0.05
H 4.001412 2.773729 -3.248401 0.23 0.02 -0.22
H 4.441601 1.191361 -3.972761 0.11 0.02 -0.03
H 5.432997 -0.237093 -2.480511 -0.13 0.14 -0.29
H 0.080863 4.063337 -1.517790 0.15 -0.02 -0.03
H 0.668970 4.716849 -0.037282 -0.03 0.04 0.10
H -1.923370 4.491757 0.689838 0.03 0.34 0.18
H -1.359066 5.825915 -0.365990 -0.05 0.08 0.26
H -3.347611 4.987641 -1.291639 -0.12 -0.08 0.01
H -2.049742 4.365995 -2.324908 0.00 -0.07 -0.06
H -4.012666 0.706345 -1.071032 0.05 -0.02 -0.14
H -5.010339 1.604254 -2.221784 -0.07 -0.03 -0.04
H -5.629129 1.237180 -0.575285 -0.15 0.09 -0.09
H 1.138247 5.364468 2.142129 -0.02 0.25 0.14
H 1.474271 -4.098821 -1.154976 -0.07 0.02 0.13
H 1.201968 -3.290240 -2.681334 -0.18 0.21 -0.03
H -0.857390 -5.289168 -2.410449 -0.07 0.13 0.03
H 0.662118 -6.029718 -1.950685 -0.22 -0.08 0.13
H -0.234878 -5.576242 -4.642781 -0.02 -0.06 -0.04
H 1.176325 -4.578078 -4.393815 0.02 0.05 0.01
H 1.276403 -6.301616 -4.107366 0.00 -0.06 -0.05
H 0.515800 -3.853688 2.327387 -0.06 0.07 0.12
H -0.028333 -4.541094 0.817154 -0.13 -0.03 -0.04
H -1.795188 -2.914377 2.708895 -0.07 0.00 0.05
H -1.726586 -4.671762 2.705154 -0.11 -0.03 0.03
H -2.438777 -3.019135 0.233576 -0.06 0.08 -0.03
H -2.575773 -4.772646 0.431574 0.05 -0.02 -0.13
H -4.754449 -3.603017 0.594795 -0.41 0.77 0.16
H -4.212937 -2.746709 2.042806 -0.07 0.14 -0.16
H -5.351245 -4.797979 2.438816 0.03 0.12 0.38
Li -4.914353 -4.733302 -0.633148 0.30 -0.37 -0.04
```
Positions in Å, forces in eV/Å.

Its total energy is -130818.5742 eV. As for the charge: +1. The strongest force on any atom comes out at 0.89 eV Å⁻¹. Its HOMO energy is -10.52 eV.

=====

Question: What is the strongest force on any atom in the first record?
Answer: 7.41 eV Å⁻¹

=====

Question: Number 2 is which compound?
Answer: C31H44BrLiO9P

=====

Question: Among the records above, which one has the highest strongest force on any atom?
Answer: C31H44Br14Cl2N2O2